# 1
C17H22N3O7STa | wB97M-V/def2-TZVPD

```
51
Properties=species:S:1:pos:R:3:forces:R:3:mulliken_charge:R:1
Ta 0.241629 0.145501 -0.179253 0.1 0.2 0.2 1.87
C -1.777518 -1.066430 -3.058892 0.0 0.1 0.0 -0.53
C -1.662331 -2.296396 -2.314771 0.0 -0.1 0.1 -0.73
C -1.590638 -2.019021 -0.988942 0.0 0.0 0.0 -0.99
C -1.660177 -0.550870 -0.814991 -0.5 0.1 -0.2 0.12
C -1.789805 -0.022747 -2.192353 0.0 0.1 0.0 -0.92
H -1.891157 -0.995499 -4.130026 0.0 0.0 0.0 0.55
H -1.675142 -3.286035 -2.747464 0.0 0.0 0.0 0.64
H -1.535045 -2.731664 -0.180036 0.0 0.0 0.0 0.52
H -2.406133 -0.180620 -0.116317 -0.1 0.0 -0.1 0.91
H -1.936905 1.019649 -2.435352 0.0 0.0 0.0 0.57
N 1.656597 1.990443 -1.219009 0.0 -0.1 -0.1 -0.59
C 1.209674 3.415132 -1.123555 -0.1 0.1 0.0 -0.71
C 0.776330 3.759079 0.335379 0.1 -0.2 0.0 -0.67
C 0.262466 2.426922 0.721361 -0.1 0.3 -0.3 0.90
O 0.984436 1.569712 1.292292 0.3 -0.1 0.2 -0.48
O -0.741839 1.934077 0.069034 -0.5 0.4 0.2 -0.58
H 2.573900 1.906558 -0.780093 0.0 0.0 0.0 0.29
H 1.793223 1.772597 -2.202457 0.0 0.0 0.0 0.26
H 0.346879 3.519768 -1.777431 0.0 0.0 0.0 0.38
H 1.996924 4.089513 -1.456065 0.0 0.0 0.0 0.44
H 0.014853 4.534221 0.327275 0.0 0.0 0.0 0.32
H 1.618236 4.043902 0.961768 0.0 0.0 0.0 0.39
O 0.874248 -2.088786 5.388564 0.0 0.0 -0.1 -0.47
C -0.270036 -1.416237 5.300854 0.0 -0.1 -0.1 0.39
O -0.992580 -1.233033 6.231758 0.0 0.0 0.0 -0.50
C -0.660895 -0.871157 3.954979 -0.1 0.1 0.1 0.28
C -1.806822 -0.109055 3.759013 0.2 -0.1 0.0 -0.30
N -1.848547 0.231796 2.464287 0.0 -0.1 -0.1 -0.46
N -0.818146 -0.288737 1.790079 -0.1 0.2 -0.1 0.35
C -0.088875 -0.940610 2.685506 0.1 -0.1 0.3 -0.47
C 1.165689 -1.475472 2.128124 0.0 0.0 -0.6 0.86
O 2.057998 -2.027070 2.687518 -0.1 0.0 0.2 -0.60
O 1.179634 -1.233516 0.776340 0.7 -0.2 0.5 -0.52
H 1.375436 -2.132158 4.556620 0.0 0.0 0.0 0.39
H -2.570053 0.184112 4.461108 0.0 0.0 0.1 0.57
H -2.562784 0.762900 1.985740 0.0 0.0 0.0 0.21
O 1.132287 -0.570522 -1.761688 0.5 -0.4 -0.4 -0.48
S 2.225604 -1.351518 -2.590630 -0.1 -0.1 0.0 0.13
C 1.843120 -3.111443 -2.384885 0.0 0.1 0.0 -0.28
C 2.692998 -3.625042 -1.227813 -0.1 0.0 0.0 -0.34
C 4.027673 -2.901994 -1.350089 0.1 0.0 0.0 -0.88
C 3.687384 -1.419531 -1.499551 -0.1 0.0 0.0 -0.12
H 2.117433 -3.560957 -3.341640 0.0 0.0 0.0 0.54
H 0.762288 -3.166859 -2.265383 0.0 -0.1 0.0 0.00
H 2.802417 -4.705906 -1.300494 0.0 0.0 0.0 0.48
H 2.212425 -3.395678 -0.276192 0.0 0.0 0.0 0.01
H 4.578313 -3.255766 -2.223324 0.0 0.0 0.0 0.35
H 4.668161 -3.040004 -0.479836 0.0 0.0 0.0 0.40
H 4.467315 -0.798395 -1.934251 0.0 0.0 0.0 0.51
H 3.346499 -1.003763 -0.549537 0.0 0.0 0.0 0.00
```
Positions in Å, forces in eV/Å.

Results
Total energy   -49163.3723 eV
Frontier orbital gap   7.8 eV
ΔE to the lowest compared entry with this formula, charge and spin   48.0 kcal/mol
Lowest unoccupied orbital energy   -7.1 eV
2S+1   1
Charge   +2


# 2
C17H22N4S2 | wB97M-V/def2-TZVPD

```
45
Properties=species:S:1:pos:R:3:forces:R:3:mulliken_charge:R:1
C 1.453093 4.264283 5.333831 0.8 2.5 0.5 -0.87
N 1.387317 3.898991 3.914735 2.0 -1.1 1.2 -0.23
C 0.107791 3.919114 3.308562 0.5 1.6 -1.6 -0.96
C 0.245291 3.588868 1.807284 -0.2 -1.6 1.5 -0.60
C 0.837558 2.111134 1.844026 0.2 0.2 -1.4 -0.88
N 0.983813 1.406753 0.566312 1.2 0.3 -2.0 0.44
C 2.355763 1.293050 0.035091 0.5 0.3 -0.4 -0.97
C 3.162343 0.321863 0.851832 -1.0 -1.4 1.5 -0.39
S 2.356586 -1.347899 0.454217 1.7 0.2 0.9 -0.24
C 0.686257 -1.011419 0.199992 -0.7 0.8 -0.9 1.38
C -0.057580 -2.088707 -0.307561 0.4 1.9 1.2 -1.37
C -1.380217 -1.845102 -0.701327 0.8 -0.3 -1.5 0.13
N -2.020161 -2.689480 -1.608634 -0.5 -2.1 -1.6 -0.55
C -1.549037 -3.031885 -2.797237 1.6 3.3 4.1 0.69
N -0.390296 -2.410618 -3.302946 -1.7 -1.3 1.0 -0.42
C -2.187582 -4.032640 -3.579364 -0.6 -2.0 -2.3 0.09
C -1.552601 -4.919650 -4.465426 -1.0 1.0 0.0 -0.56
C -2.551283 -5.720312 -5.200110 0.9 0.1 0.5 -0.43
C -3.821849 -5.512747 -4.741069 0.4 0.9 -0.6 -0.38
S -3.924968 -4.176055 -3.617358 0.7 -1.1 -0.1 -0.09
C -1.956892 -0.606316 -0.446204 0.3 0.0 -1.2 -0.63
C -1.172646 0.457527 0.036961 -1.3 -1.3 -1.7 -0.39
C 0.184962 0.309496 0.207233 -0.4 0.0 1.9 -0.21
H 2.532606 4.222819 5.745301 -1.8 -0.6 -0.6 0.28
H 0.691996 3.833260 6.055363 1.0 -0.1 -1.3 0.28
H 1.279432 5.395167 5.368763 -0.2 -1.0 0.4 0.29
H 2.078820 4.458011 3.393251 -0.7 -0.4 0.4 0.20
H -0.542386 3.203745 3.681091 -1.1 -1.5 1.3 0.43
H -0.311075 4.891654 3.508428 -0.9 0.7 -0.3 0.53
H -0.722754 3.589836 1.322258 -0.2 0.1 -0.2 0.26
H 0.886735 4.355462 1.389616 0.4 -0.3 -0.6 0.28
H 0.278737 1.356114 2.440343 0.1 1.2 0.4 0.29
H 1.847235 2.270482 2.217386 -0.1 -0.5 0.5 0.50
H 2.494026 0.837821 -1.000450 -1.1 1.1 0.9 0.31
H 2.818098 2.293167 0.025620 -0.1 -0.2 0.0 0.43
H 3.062808 0.519006 1.982716 0.6 -0.3 -1.8 0.30
H 4.181669 0.145415 0.479068 -0.2 0.4 0.5 0.45
H 0.573587 -2.944702 -0.329132 -0.5 -1.3 -0.7 0.36
H -0.356160 -2.579898 -4.302537 1.0 1.0 0.4 0.25
H 0.045445 -1.740120 -2.619992 -0.3 -0.8 -1.9 0.26
H -0.440434 -4.833945 -4.588811 -1.3 -0.6 -0.1 0.38
H -2.384576 -6.391971 -6.074007 0.2 0.5 1.1 0.34
H -4.678566 -5.990714 -5.215843 0.0 0.4 0.5 0.40
H -2.826801 -0.427438 -1.119804 0.2 0.2 1.3 0.28
H -1.704106 1.358580 -0.151468 0.3 1.3 0.6 0.33
```
Positions in Å, forces in eV/Å.

Results
Total energy   -45613.5878 eV
Frontier orbital gap   7.7 eV
Lowest unoccupied orbital energy   0.5 eV
2S+1   1


# 3
C17H22N5O6SSbSeTc | wB97M-V/def2-TZVPD

```
54
Properties=species:S:1:pos:R:3:forces:R:3:mulliken_spin:R:1
Tc -0.629648 0.370790 -0.235519 -0.7 -0.5 -0.1 1.03
C 1.025308 0.930343 3.729940 0.0 0.0 0.1 0.00
C 0.596107 0.990563 2.306739 0.1 0.1 -0.2 0.04
N -0.202532 0.153492 1.729166 0.0 -0.1 0.3 -0.08
N -0.731858 -0.871249 2.505836 0.0 0.0 -0.2 0.02
C -1.560805 -1.627185 1.884912 -0.1 -0.1 0.0 -0.01
N -2.121315 -2.695264 2.491083 0.0 0.1 0.1 -0.01
S -2.071937 -1.435527 0.125106 0.4 0.2 0.0 -0.02
C 1.081798 2.035871 1.399743 -0.1 -0.2 0.2 0.00
C 1.925472 3.061604 1.811471 0.0 0.0 0.0 0.01
C 2.342126 4.005057 0.893540 0.0 -0.1 0.0 -0.01
C 1.905232 3.892159 -0.420555 0.0 0.0 -0.1 0.01
C 1.073332 2.848733 -0.766461 0.0 0.0 0.1 -0.01
N 0.652575 1.931321 0.118497 0.4 0.4 -0.2 -0.02
H 0.665935 0.019365 4.196060 0.0 0.0 0.0 0.00
H 0.630655 1.787980 4.279625 0.0 0.0 0.0 0.00
H 2.113907 0.957785 3.793130 0.0 0.0 0.0 0.00
H -2.025809 -2.759942 3.492497 0.0 0.0 0.0 0.00
H -2.952002 -3.092633 2.086654 0.0 0.0 0.0 0.00
H 2.242959 3.111312 2.842702 0.0 0.0 0.0 0.00
H 2.996267 4.812725 1.191135 0.0 0.0 0.0 0.00
H 2.209760 4.601624 -1.176878 0.0 0.0 0.0 0.00
H 0.716332 2.714881 -1.778681 0.0 0.0 0.0 0.00
O 1.679496 -1.993990 -2.646601 0.0 0.0 0.1 0.01
C 0.952758 -1.156685 -2.145040 0.1 0.0 -0.2 0.01
O 0.910221 -0.826518 -0.899450 0.0 0.0 0.1 0.01
C 0.006549 -0.358561 -3.029150 0.0 0.0 -0.1 0.00
C 0.009110 -0.507784 -4.402672 0.0 0.0 0.0 0.00
C -0.861393 0.262321 -5.157979 0.0 0.0 0.0 0.00
C -1.702005 1.153462 -4.510798 0.0 0.0 0.0 0.00
C -1.654141 1.244072 -3.130112 0.0 0.0 0.0 0.00
N -0.817034 0.499905 -2.404332 0.1 -0.1 0.2 -0.01
H 0.693639 -1.223555 -4.834557 0.0 0.0 0.0 0.00
H -0.885220 0.167876 -6.235558 0.0 0.0 0.0 0.00
H -2.400180 1.770766 -5.057792 0.0 0.0 0.0 0.00
H -2.316273 1.897571 -2.579301 0.0 0.0 0.0 0.00
O -4.236136 1.027555 -1.377157 0.0 0.1 0.0 0.00
Se -3.807973 0.954470 0.160210 0.1 -0.1 0.1 0.00
O -3.579644 -0.836991 0.450920 -0.1 0.1 -0.1 0.00
O -2.275892 1.543930 0.414710 -0.1 0.0 -0.1 0.02
O -4.818671 1.370654 1.313772 0.0 0.0 -0.1 0.00
C 4.702626 -2.555276 0.566842 0.0 0.0 -0.1 0.00
Sb 2.852926 -2.116463 1.558658 0.0 0.2 0.1 0.00
C 3.489904 -2.895090 3.466044 0.0 -0.1 0.0 0.00
C 1.876434 -3.898118 0.888643 -0.1 0.0 0.0 0.00
H 5.091245 -3.513947 0.910495 0.0 0.0 0.0 0.00
H 5.438333 -1.776826 0.765260 0.0 0.0 0.0 0.00
H 4.529929 -2.603364 -0.508051 0.0 0.0 0.0 0.00
H 3.995428 -3.854745 3.354008 0.0 0.0 0.0 0.00
H 2.630439 -3.026115 4.124635 0.0 0.0 0.0 0.00
H 4.174289 -2.190427 3.939543 0.0 0.0 0.0 0.00
H 2.531016 -4.758202 1.029162 0.0 0.0 0.0 0.00
H 1.639266 -3.785188 -0.168999 0.0 0.0 0.0 0.00
H 0.951893 -4.057838 1.444406 0.0 0.0 0.0 0.00
```
Positions in Å, forces in eV/Å.

Results
Total energy   -122637.0365 eV
Frontier orbital gap (alpha / beta)   7.0 / 6.3 eV
ΔE to the lowest compared entry with this formula, charge and spin   0.0 kcal/mol
Lowest unoccupied orbital energy (alpha / beta)   -0.7 / -0.9 eV
2S+1   2


Q: What is the formula in the third record?
A: C17H22N5O6SSbSeTc


Q: Which of these has the lowest total energy?
A: C17H22N5O6SSbSeTc